Here is a cluster of 2 separate species, C5H11NO2 in total at a distorted geometry from the OMol25 dataset. Energies are from ωB97M-V with the def2-TZVPD basis set.

Each atom is followed by the atoms it is bonded to, with distances in Å.
CARTESIAN COORDINATES (ANGSTROEM)
1 C -0.11591 -2.68839 0.39709  C2 1.525, H5 1.036, H6 1.160, H7 1.091
2 C -0.18735 -1.44457 1.27667  C1 1.525, N3 1.380, O4 1.245
3 N 0.78431 -1.34366 2.25201  C2 1.380, H8 1.016, H9 1.024
4 O -1.03160 -0.53704 1.15533  C2 1.245
5 H 0.45636 -2.44785 -0.43277  C1 1.036
6 H -1.17028 -2.97121 0.00622  C1 1.160
7 H 0.25339 -3.56354 0.93300  C1 1.091
8 H 1.54740 -2.01482 2.23698  N3 1.016
9 H 0.81988 -0.49726 2.82783  N3 1.024
10 O 1.08947 -0.41343 -1.11008  C11 1.218
11 C 0.21627 0.42961 -1.21016  O10 1.218, C12 1.529, H14 1.114
12 C 0.42279 1.88421 -0.78493  C11 1.529, C13 1.552, H15 1.134, H16 1.091
13 C -0.84709 2.70848 -1.12518  C12 1.552, H17 1.078, H18 1.113, H19 1.109
14 H -0.81809 0.18428 -1.54411  C11 1.114
15 H 1.27183 2.23183 -1.45214  C12 1.134
16 H 0.72708 1.86836 0.26279  C12 1.091
17 H -0.95867 2.55295 -2.18564  C13 1.078
18 H -0.76499 3.80205 -0.93396  C13 1.113
19 H -1.69481 2.25998 -0.56895  C13 1.109

Computed properties:
E ... -10948.3684 eV
Total charge ... 0
Orbital gap ... 10.5900 eV
SMILES string ... CC(N)=O.CCC=O
Spin multiplicity ... 1
Molar mass ... 117.15 g/mol